# 1
The following is a DFT calculation (the ωB97M-V functional and the def2-TZVPD basis) of 5 unconnected molecules or ions with the total composition C33H67ClN2O15P at a distorted geometry.

XYZ file:
```
119
Properties=species:S:1:pos:R:3
C -4.642 -4.060 -9.108
C -3.397 -4.413 -8.209
N -2.783 -5.514 -8.439
C -2.844 -3.475 -7.088
O -3.227 -3.995 -5.778
C -3.125 -3.004 -4.815
O -3.947 -2.143 -4.728
C -1.859 -3.047 -3.888
C -0.811 -2.025 -4.146
C 0.346 -2.034 -3.262
N 0.470 -2.948 -2.245
C -0.476 -3.929 -1.959
P -0.115 -5.044 -0.485
O 0.265 -6.457 -0.856
C -1.689 -4.022 -2.784
Cl -2.916 -5.248 -2.466
H -5.306 -3.269 -8.674
H -5.260 -4.988 -9.270
H -4.309 -3.741 -10.139
H -3.260 -5.999 -9.213
H -3.239 -2.434 -7.267
H -1.729 -3.435 -7.199
H -0.929 -1.263 -4.959
H 1.159 -1.279 -3.382
H 1.297 -2.876 -1.648
H 0.884 -4.389 0.297
H -1.321 -5.036 0.297
C 2.316 -8.801 0.586
O 1.582 -9.186 1.734
C 0.186 -8.970 1.580
C -0.596 -9.895 2.499
O -0.697 -11.227 2.006
C 0.488 -12.019 2.082
C 0.830 -12.452 3.500
O 1.467 -11.392 4.202
C 1.347 -11.530 5.603
H 2.202 -7.729 0.401
H 3.368 -9.026 0.764
H 1.986 -9.372 -0.288
H -0.116 -9.146 0.541
H -0.016 -7.923 1.843
H -1.625 -9.527 2.544
H -0.210 -9.879 3.519
H 1.328 -11.523 1.595
H 0.268 -12.919 1.503
H 1.532 -13.295 3.464
H -0.085 -12.762 4.016
H 0.292 -11.535 5.900
H 1.833 -10.676 6.073
H 1.836 -12.449 5.943
C -1.703 5.565 -0.950
O -2.159 4.572 -1.849
C -1.783 4.846 -3.194
C -1.737 3.561 -4.005
O -0.554 2.790 -3.776
C -0.487 2.111 -2.529
C -1.422 0.913 -2.448
O -2.744 1.335 -2.171
C -3.707 0.385 -2.580
H -2.148 6.534 -1.193
H -1.998 5.276 0.058
H -0.610 5.634 -0.983
H -0.800 5.331 -3.226
H -2.534 5.522 -3.619
H -1.701 3.835 -5.063
H -2.635 2.959 -3.864
H -0.632 2.798 -1.695
H 0.541 1.737 -2.459
H -1.104 0.255 -1.624
H -1.383 0.360 -3.392
H -3.638 0.208 -3.658
H -4.695 0.784 -2.360
H -3.574 -0.558 -2.036
C 2.879 6.135 -0.076
O 2.719 5.017 0.775
C 1.878 4.023 0.209
C 2.188 2.660 0.807
O 3.356 2.053 0.258
C 4.604 2.612 0.670
C 4.966 2.278 2.109
O 4.262 3.128 3.005
C 4.146 2.567 4.298
H 1.915 6.625 -0.251
H 3.556 6.838 0.409
H 3.324 5.831 -1.030
H 2.011 3.982 -0.879
H 0.840 4.298 0.437
H 1.365 1.987 0.546
H 2.235 2.695 1.896
H 4.639 3.685 0.482
H 5.353 2.150 0.022
H 6.039 2.446 2.264
H 4.730 1.227 2.310
H 3.607 1.614 4.256
H 3.578 3.258 4.920
H 5.135 2.419 4.744
C 1.638 6.129 3.372
O 1.038 7.142 4.155
C 1.899 8.257 4.344
C 1.092 9.512 4.633
O 0.515 10.094 3.466
C -0.601 9.407 2.905
C -1.870 9.544 3.733
O -1.843 8.645 4.834
C -2.693 9.059 5.884
H 2.529 5.737 3.871
H 0.914 5.323 3.242
H 1.901 6.515 2.385
H 2.516 8.420 3.452
H 2.549 8.033 5.198
H 1.780 10.268 5.020
H 0.340 9.345 5.405
H -0.361 8.363 2.699
H -0.779 9.890 1.940
H -2.739 9.285 3.114
H -1.967 10.577 4.082
H -2.392 10.044 6.256
H -2.603 8.341 6.698
H -3.735 9.087 5.548
```

Properties
HOMO level	-10.23	eV
total charge	+1
total energy	-90795.1751	eV
molar mass	798.3	g/mol
orbital gap	4.78	eV

Results of the Mulliken charge analysis, in e, for atoms 1 through 99: -1.243 0.531 -0.651 -0.319 -0.264 -0.092 -0.394 0.517 -0.287 -0.453 0.072 0.103 0.218 -0.510 0.533 -0.123 0.318 0.386 0.316 0.285 0.341 0.244 0.490 0.404 0.333 0.116 0.145 -0.590 -0.303 -0.310 -0.435 -0.474 -0.360 -0.578 -0.257 -0.780 0.147 0.277 0.315 0.350 0.211 0.404 0.172 0.148 0.399 0.424 0.355 0.332 0.232 0.322 -0.508 -0.296 -0.621 -0.340 -0.502 -0.245 -0.008 -0.390 -0.706 0.404 0.250 0.029 0.332 0.461 0.416 0.117 -0.016 0.371 0.555 -0.193 0.288 0.370 0.232 -0.945 -0.171 -0.344 -0.630 -0.473 -0.332 -0.633 -0.148 -0.819 0.262 0.285 0.392 0.508 0.253 0.427 0.175 0.094 0.406 0.428 0.368 0.348 0.215 0.335 -0.576 -0.359 -0.507

=====

# 2
The following is a DFT calculation (the ωB97M-V functional and the def2-TZVPD basis) of 13 unconnected molecules or ions with the total composition C33H68BF28N9O19PS4 at a distorted geometry.

XYZ file:
```
163
Properties=species:S:1:pos:R:3
C 4.807 3.321 -2.587
F 3.637 2.785 -2.274
F 5.001 4.052 -1.432
F 5.815 2.454 -2.861
S 4.578 4.541 -4.150
O 3.630 3.963 -5.047
O 4.264 5.845 -3.627
N 6.189 4.813 -4.673
S 6.479 3.849 -5.744
O 5.770 2.556 -5.694
O 6.425 4.418 -7.040
C 8.379 3.532 -5.289
F 8.592 3.088 -4.117
F 8.810 2.664 -6.141
F 9.013 4.676 -5.612
C 0.192 1.109 -2.728
F 1.565 1.175 -2.657
F -0.200 2.267 -3.328
F -0.143 0.092 -3.506
S -0.736 0.869 -1.008
O -0.869 2.272 -0.534
O -2.025 0.195 -1.396
N 0.384 -0.151 -0.070
S -0.314 -0.078 1.371
O 0.154 1.081 2.171
O -1.806 -0.158 1.475
C 0.344 -1.606 2.254
F 0.155 -2.650 1.422
F 1.620 -1.363 2.583
F -0.278 -1.815 3.461
C -3.981 -2.111 0.324
C -3.924 -2.935 1.537
O -2.981 -3.649 1.787
N -5.329 -3.085 2.233
H -5.642 -2.129 2.327
H -5.939 -3.565 1.587
C -5.253 -3.866 3.502
H -4.185 -1.050 0.472
H -4.743 -2.398 -0.401
H -2.979 -2.209 -0.095
H -4.915 -4.871 3.253
H -6.282 -3.878 3.862
H -4.456 -3.522 4.161
C 1.917 6.523 0.074
C 0.464 6.135 0.278
O -0.357 6.173 -0.681
N 0.108 5.983 1.669
H 0.845 6.240 2.309
H -0.674 6.586 1.883
C -0.383 4.607 2.040
H 2.083 7.490 0.547
H 2.075 6.561 -1.004
H 2.636 5.743 0.326
H 0.489 4.001 2.285
H -0.909 4.149 1.202
H -1.143 4.559 2.820
C -1.255 -3.381 6.548
C 0.209 -3.422 6.079
O 0.705 -4.219 5.287
N 1.175 -2.649 7.091
H 0.577 -2.057 7.649
H 1.730 -3.235 7.697
C 2.157 -1.782 6.194
H -1.800 -4.319 6.436
H -1.699 -2.517 6.052
H -1.291 -3.136 7.609
H 2.583 -1.235 7.035
H 1.539 -1.208 5.503
H 2.892 -2.349 5.623
C -0.852 -5.747 1.707
C -1.409 -6.142 0.375
O -1.989 -5.310 -0.351
N -1.487 -7.630 -0.076
H -0.991 -7.796 -0.940
H -1.023 -8.211 0.607
C -2.947 -7.993 -0.065
H -1.001 -4.694 1.948
H 0.215 -5.943 1.603
H -1.332 -6.250 2.547
H -3.253 -8.121 0.974
H -2.927 -9.020 -0.431
H -3.604 -7.469 -0.759
C 2.028 1.242 -6.349
C 0.927 1.679 -7.246
O 0.629 2.862 -7.344
N -0.018 0.569 -7.849
H 0.175 0.465 -8.835
H 0.188 -0.325 -7.426
C -1.495 0.935 -7.687
H 1.723 0.355 -5.794
H 2.195 2.086 -5.680
H 2.940 0.985 -6.887
H -2.018 0.155 -8.239
H -1.615 1.906 -8.168
H -1.841 0.994 -6.654
C -4.397 -0.632 -3.535
C -4.020 0.751 -4.153
O -2.849 1.185 -4.165
N -5.154 1.593 -4.831
H -5.394 1.125 -5.693
H -5.996 1.718 -4.287
C -4.727 3.102 -4.991
H -4.817 -1.321 -4.267
H -5.251 -0.513 -2.868
H -3.563 -1.127 -3.038
H -5.630 3.462 -5.484
H -3.894 3.143 -5.693
H -4.394 3.390 -3.994
C 0.292 -2.936 -1.406
C 1.750 -3.165 -1.142
O 2.421 -4.206 -1.118
N 2.485 -1.919 -0.543
H 1.780 -1.250 -0.268
H 2.927 -2.274 0.292
C 3.607 -1.417 -1.406
H 0.112 -3.549 -2.289
H 0.278 -1.898 -1.738
H -0.491 -3.118 -0.670
H 3.232 -1.286 -2.421
H 4.371 -2.178 -1.561
H 4.078 -0.539 -0.964
C 3.216 5.648 3.675
O 2.539 4.544 4.133
O 2.327 6.662 3.366
C 4.435 5.825 4.578
F 5.328 6.543 3.827
F 4.250 6.344 5.761
F 4.986 4.680 4.853
C 2.786 3.246 3.538
C 1.912 2.293 4.434
H 0.838 2.470 4.377
H 2.096 1.289 4.052
H 2.220 2.244 5.478
H 3.802 2.917 3.759
H 2.677 3.032 2.475
H 3.713 5.337 2.756
C -5.578 0.653 2.668
O -4.814 -0.249 3.445
O -6.338 -0.288 1.911
C -6.439 1.807 3.265
F -5.868 2.445 4.278
F -6.795 2.704 2.328
F -7.623 1.444 3.768
C -3.682 0.365 4.137
C -2.847 -0.779 4.671
H -3.209 -1.046 5.664
H -3.068 -1.727 4.182
H -1.792 -0.506 4.707
H -3.822 0.920 5.065
H -2.963 0.959 3.572
H -4.888 1.131 1.973
P 4.954 -3.828 2.068
F 6.441 -4.426 1.865
F 5.392 -2.722 0.989
F 4.419 -4.889 0.946
F 3.506 -3.055 2.238
F 4.529 -4.812 3.385
F 5.682 -2.856 3.134
B -0.757 -2.340 -5.655
F 0.290 -1.789 -6.331
F -0.230 -3.002 -4.651
F -1.706 -1.420 -5.281
F -1.388 -3.257 -6.477
```

Properties
HOMO level (alpha / beta)	-10.60 / -10.60	eV
total charge	+2
total energy	-217011.6524	eV
spin multiplicity	2
⟨S²⟩	0.75
molar mass	1596.9	g/mol
orbital gap (alpha / beta)	4.91 / 3.36	eV

Results of the Mulliken charge analysis, in e, for atoms 1 through 99: 0.563 -0.198 -0.234 -0.162 0.987 -0.528 -0.675 -0.431 0.968 -0.603 -0.641 0.624 -0.200 -0.234 -0.237 -0.076 -0.107 -0.157 -0.157 0.771 -0.407 -0.303 -0.557 -0.353 -0.298 0.100 -0.046 0.052 -0.218 -0.056 -0.538 0.357 -0.292 0.129 0.075 0.419 -0.679 0.174 0.711 -0.318 0.313 0.408 0.184 -1.017 0.580 -0.499 0.458 0.120 0.439 -0.934 0.385 0.429 0.190 0.185 0.392 0.391 -1.002 0.713 -0.418 -0.227 0.394 0.346 -0.698 0.332 0.203 0.446 0.396 0.187 0.412 -0.445 0.272 -0.442 0.011 0.407 0.398 -0.857 -0.364 0.498 0.447 0.347 0.444 0.313 -0.491 0.512 -0.476 0.091 0.422 0.226 -0.941 0.110 0.069 0.498 0.425 0.435 0.208 -1.106 0.242 -0.188 -0.097

=====

# 3
The following is a DFT calculation (the ωB97M-V functional and the def2-TZVPD basis) of a molecular structure, C33H68INNbO8 at a distorted geometry.

XYZ file:
```
112
Properties=species:S:1:pos:R:3
C 1.314 -4.343 -1.282
C 1.791 -3.530 -2.496
O 2.890 -2.693 -2.161
C 2.554 -1.324 -2.032
C 2.161 -0.934 -0.602
C 3.325 -0.312 0.191
C 3.116 -0.363 1.715
C 2.498 0.933 2.283
Nb 3.898 2.598 2.967
C 5.739 1.347 3.426
C 6.580 0.884 2.224
C 7.617 -0.189 2.574
N 7.784 -1.141 1.461
C 4.534 3.016 0.831
C 3.421 3.528 -0.106
C 3.909 4.068 -1.461
C 3.758 3.112 -2.656
C 2.475 2.278 -2.729
C 1.165 3.002 -2.380
C 0.380 2.365 -1.219
C -0.843 1.578 -1.673
C -1.379 0.662 -0.571
C -2.504 -0.257 -1.037
C -3.862 0.440 -1.119
O -4.623 0.125 0.039
C -6.015 0.125 -0.195
C 3.102 2.704 5.114
C 3.315 1.575 6.122
C 2.994 0.172 5.658
I 5.256 1.656 7.095
H 1.367 -5.408 -1.498
H 1.989 -4.146 -0.455
H 0.299 -4.084 -0.989
H 2.137 -4.202 -3.277
H 0.974 -2.947 -2.913
H 3.433 -0.750 -2.329
H 1.751 -1.059 -2.725
H 1.397 -0.157 -0.697
H 1.755 -1.794 -0.075
H 3.391 0.723 -0.136
H 4.239 -0.851 -0.063
H 2.398 -1.171 1.899
H 4.032 -0.681 2.216
H 1.897 1.375 1.478
H 1.762 0.678 3.048
H 4.845 4.123 3.382
H 2.478 3.740 2.615
H 6.379 1.993 4.038
H 5.528 0.477 4.054
H 5.963 0.456 1.433
H 7.079 1.745 1.781
H 7.299 -0.700 3.489
H 8.592 0.251 2.785
H 6.949 -1.705 1.378
H 8.545 -1.783 1.644
H 4.939 2.121 0.348
H 5.339 3.756 0.854
H 2.738 2.692 -0.248
H 2.835 4.299 0.389
H 3.405 5.008 -1.690
H 4.967 4.315 -1.366
H 3.812 3.715 -3.568
H 4.625 2.451 -2.698
H 2.402 1.920 -3.758
H 2.577 1.375 -2.124
H 1.337 4.061 -2.196
H 0.519 2.960 -3.260
H 1.036 1.653 -0.711
H 0.117 3.096 -0.454
H -0.549 0.936 -2.508
H -1.626 2.254 -2.025
H -0.538 0.045 -0.246
H -1.700 1.249 0.289
H -2.246 -0.741 -1.978
H -2.620 -1.045 -0.290
H -4.405 0.153 -2.021
H -3.704 1.523 -1.125
H -6.324 -0.816 -0.648
H -6.539 0.262 0.748
H -6.294 0.955 -0.847
H 3.484 3.620 5.567
H 2.018 2.850 5.059
H 2.671 1.761 6.983
H 1.942 0.170 5.362
H 3.568 -0.152 4.795
H 3.100 -0.543 6.471
C -12.367 0.652 -0.019
C -11.290 -0.249 -0.568
C -10.127 -0.510 0.366
O -9.037 -0.704 -0.542
C -9.328 -0.041 -1.691
O -8.562 0.151 -2.574
O -10.620 0.368 -1.682
H -13.196 0.737 -0.720
H -12.749 0.254 0.922
H -11.972 1.653 0.152
H -11.718 -1.191 -0.923
H -10.257 -1.395 0.983
H -9.904 0.350 1.002
C -4.740 -5.537 -2.615
C -3.339 -5.043 -2.359
C -3.135 -3.553 -2.546
O -1.768 -3.483 -2.963
C -1.439 -4.664 -3.539
O -0.431 -4.859 -4.131
O -2.418 -5.578 -3.329
H -4.822 -6.600 -2.395
H -5.451 -4.998 -1.988
H -5.007 -5.392 -3.662
H -2.993 -5.357 -1.370
H -3.276 -2.974 -1.638
H -3.765 -3.147 -3.342
```

Properties
HOMO level	-4.50	eV
total charge	-1
energy above the lowest of the compared OMol25 structures with the same formula, charge and spin	0.0	kcal/mol
total energy	-62839.5606	eV
molar mass	826.7	g/mol
orbital gap	5.92	eV

Results of the Mulliken charge analysis, in e, for atoms 1 through 99: -1.258 0.006 -0.526 -1.379 1.144 0.459 -0.747 -0.701 -1.900 -0.687 -0.028 -0.594 -0.626 -1.095 1.890 -1.078 -1.085 0.310 -1.392 1.644 -1.054 -0.189 -0.598 -0.776 -0.419 -0.728 -1.097 -0.109 -1.114 -0.072 0.253 0.579 0.162 0.438 0.172 0.386 0.384 -1.724 1.054 -0.908 0.649 0.293 0.543 0.230 0.609 -0.050 -0.030 0.735 0.290 -0.421 0.536 0.273 0.386 0.180 0.240 0.381 0.697 -1.481 0.375 0.373 0.445 0.387 0.400 0.622 -0.540 0.456 0.466 -1.606 0.587 0.244 0.670 -0.031 0.349 0.222 0.496 0.463 0.336 0.316 0.212 0.376 0.541 0.464 0.509 0.322 0.083 0.435 -1.438 0.471 -0.507 -0.242 0.628 -0.508 -0.351 0.352 0.370 0.356 0.248 0.332 0.298